Molecular formula: C5H6O
Method: DFT, ωB97M-V/def2-TZVPD

Geometry (Å):
C: 1.20 0.34 0.29
C: 0.32 1.30 0.03
C: -1.01 0.74 -0.28
O: -1.47 0.04 0.81
C: -0.82 -0.71 -0.15
C: 0.60 -1.00 0.02
H: 2.18 0.38 0.71
H: 0.46 2.35 0.08
H: -1.79 1.17 -0.95
H: -1.48 -1.57 -0.53
H: 0.77 -1.61 0.88
H: 1.03 -1.44 -0.90

As for the SMILES: C1=C[C@@H]2O[C@@H]2C1. For the HOMO energy, the calculation gives -9.56 eV. The value obtained for the energy above the lowest of the compared OMol25 structures with the same formula, charge and spin is 181.1 kJ/mol.